Record 1
{
  "formula": "C4H30NO14",
  "method": "the ωB97M-V functional and the def2-TZVPD basis",
  "elements": ["O", "C", "C", "C", "O", "N", "C", "O", "H", "H", "H", "H", "H", "H", "H", "H", "H", "H", "O", "H", "H", "O", "H", "H", "O", "H", "H", "O", "H", "H", "O", "H", "H", "O", "H", "H", "O", "H", "H", "O", "H", "H", "O", "H", "H", "O", "H", "H", "O"],
  "xyz": [[-2.6096, -1.2517, -1.4337], [-2.6325, -1.5374, -0.0886], [-1.1568, -1.1948, 0.5566], [-1.2406, 0.0990, 1.4599], [-1.1477, 1.3065, 0.7487], [-0.6030, -2.4178, 1.0786], [-0.0463, -2.4811, 2.4069], [-1.0613, -2.7228, 3.3912], [-2.6515, -2.6308, 0.0776], [-0.6376, -0.9022, -0.3814], [-2.2333, 0.1501, 1.8677], [-0.4153, 0.0202, 2.1731], [-1.2657, 1.3414, -0.4626], [-0.4275, -3.2806, 0.5941], [0.3249, -1.4805, 2.6696], [0.6967, -3.2581, 2.5935], [0.7619, 2.0989, 1.9130], [0.7596, 3.1450, 0.7123], [1.2535, 2.7959, 1.4803], [0.0635, -1.6654, -2.9148], [-1.1892, -1.7095, -1.9720], [-0.2811, -2.0031, -2.0745], [-2.3702, 3.0223, 0.2422], [-1.8113, 3.4139, 1.4666], [-2.2161, 3.8483, 0.7088], [-1.8650, -2.2444, 3.1998], [-4.0537, -0.2525, 0.2863], [-3.6656, -1.0163, 0.7220], [2.3925, 0.4126, 0.0892], [2.6604, 1.5535, 1.1019], [2.6543, 0.5958, 0.9969], [0.2513, 4.0420, -1.0465], [-0.2462, 2.6292, -1.6585], [0.0337, 3.5579, -1.8421], [1.4197, -0.2529, -2.3742], [2.4083, -1.0782, -3.1818], [1.9180, -0.2606, -3.1925], [-1.6715, 1.8053, -2.0291], [-2.1316, -0.3771, -1.6140], [-1.1217, 1.0959, -1.6820], [3.4407, -1.3145, 1.8290], [2.8999, -2.2011, 0.7578], [3.7278, -2.0276, 1.2511], [1.3403, -1.5271, -0.5734], [1.2305, -2.9723, -1.0545], [1.8705, -2.2884, -0.8224], [3.3649, 2.5176, -2.0212], [2.1578, 3.4672, -2.0560], [3.1211, 3.4300, -1.8990]],
  "forces_ev_per_angstrom": [[-1.222, 1.289, -0.606], [2.590, -0.914, 2.413], [-1.437, 0.863, -2.184], [0.345, -0.592, -1.311], [0.136, 0.442, -0.726], [1.382, -0.407, 2.403], [-1.443, 1.541, 0.037], [0.214, -1.005, 0.871], [-0.542, 0.358, -0.555], [0.226, 0.147, 1.134], [-0.153, -0.675, 1.177], [-0.335, 0.349, 0.303], [0.874, -1.519, 0.768], [-0.528, 0.530, -0.865], [0.677, -0.571, -0.178], [-0.036, 0.108, -0.509], [-0.725, -0.156, -0.575], [-0.012, -0.893, 0.941], [0.649, 1.386, -0.236], [-0.264, -0.055, 0.217], [-0.602, -0.221, -0.357], [1.085, -0.644, -1.124], [-0.190, -0.076, -0.525], [0.291, 0.271, 0.407], [-0.062, -0.044, 0.177], [-0.121, 0.353, -0.426], [0.035, 0.173, -0.059], [-0.466, -0.042, -0.978], [0.138, 0.274, 0.085], [-0.412, 0.232, -0.210], [0.323, -0.693, 0.134], [-0.380, -0.133, 0.318], [0.462, 0.363, 0.304], [0.359, -0.048, -0.704], [-0.199, 0.028, 0.179], [0.284, -0.411, 0.286], [-0.101, 0.505, -0.483], [-0.353, -0.209, -0.649], [-0.510, -0.026, 0.480], [-0.696, 0.483, 0.476], [0.270, 0.315, 0.005], [0.698, -0.179, -0.148], [-0.649, -0.347, 0.156], [-0.447, -0.250, -0.022], [-0.114, 0.503, -0.048], [1.109, -0.342, 0.285], [0.020, -0.507, -0.119], [0.302, -0.162, -0.018], [-0.471, 0.609, 0.059]],
  "multiplicity": 1,
  "total_charge": -1,
  "e_above_lowest_kcal_mol": 116.2
}

Record 2
{
  "formula": "C38H56Cl9NO27Zr",
  "method": "the ωB97M-V functional and the def2-TZVPD basis",
  "elements": ["Zr", "C", "C", "C", "C", "C", "C", "N", "O", "C", "C", "C", "H", "H", "H", "H", "H", "H", "H", "H", "H", "H", "H", "H", "H", "H", "H", "H", "H", "H", "C", "C", "O", "O", "H", "H", "H", "C", "Cl", "Cl", "Cl", "H", "C", "Cl", "Cl", "Cl", "H", "C", "Cl", "Cl", "Cl", "H", "C", "C", "O", "C", "O", "O", "H", "H", "H", "H", "C", "C", "O", "C", "O", "O", "H", "H", "H", "H", "C", "C", "O", "C", "O", "O", "H", "H", "H", "H", "C", "C", "O", "C", "O", "O", "H", "H", "H", "H", "C", "C", "O", "C", "O", "O", "H", "H", "H", "H", "C", "C", "O", "C", "O", "O", "H", "H", "H", "H", "C", "C", "O", "C", "O", "O", "H", "H", "H", "H", "C", "C", "O", "C", "O", "O", "H", "H", "H", "H"],
  "xyz": [[-3.6477, 0.2200, -1.2809], [0.8294, 0.1751, -2.5941], [0.9450, -0.2366, -1.0907], [2.2722, 0.5928, -0.7790], [2.5497, 0.6110, 0.6993], [1.3394, 1.2034, 1.4903], [-0.0057, 0.4042, 1.2094], [-0.1270, 0.3631, -0.2929], [-1.4423, -0.0459, -0.6938], [-1.1046, 1.2821, 1.9302], [-0.0144, -0.9652, 1.9330], [1.1765, -1.7819, -1.0140], [1.7005, -0.1383, -3.1695], [0.7349, 1.2208, -2.8868], [-0.0548, -0.3086, -3.0092], [2.2482, 1.5840, -1.2318], [3.1458, 0.0205, -1.0911], [3.4304, 1.2235, 0.8929], [2.9341, -0.3545, 1.0280], [1.1527, 2.2462, 1.2341], [1.5617, 1.2006, 2.5574], [-1.5234, 2.0364, 1.2640], [-0.8710, 1.6991, 2.9098], [-1.9563, 0.6464, 2.1727], [-0.3473, -1.0129, 2.9698], [1.0254, -1.2921, 1.9375], [-0.5473, -1.7139, 1.3468], [1.8342, -2.1999, -1.7762], [0.2374, -2.2928, -1.2262], [1.4968, -2.1247, -0.0301], [-5.6500, 3.3858, 0.8813], [-4.9146, 2.2261, 0.1003], [-4.1546, 1.3468, 0.5752], [-5.0042, 2.0587, -1.0951], [-6.3378, 2.9762, 1.6211], [-6.1857, 4.0725, 0.2258], [-4.7935, 3.8897, 1.3292], [-0.6344, 3.1894, -5.7304], [1.0976, 2.8633, -5.9728], [-1.4272, 2.8170, -7.2642], [-0.8647, 4.8570, -5.1403], [-0.9276, 2.5781, -4.8769], [3.3149, 1.2406, 5.4462], [1.7701, 0.7320, 6.2182], [3.3088, 2.9400, 5.0422], [3.5809, 0.2925, 3.9893], [4.1525, 0.9769, 6.0919], [5.6326, -1.6279, -0.5931], [5.9000, -0.0262, -1.2168], [7.1541, -2.1138, 0.3227], [5.3379, -2.7569, -1.9764], [4.7347, -1.6544, 0.0244], [0.7865, 4.3002, -1.5151], [0.2958, 4.8876, -0.2098], [-0.8556, 4.1970, 0.0978], [-1.2747, 3.5033, -0.9926], [-2.3342, 2.8505, -1.1537], [-0.4047, 3.7490, -2.0371], [1.4912, 3.5168, -1.2361], [1.3509, 4.9664, -2.1677], [-0.1891, 5.8384, -0.4310], [1.1226, 4.8661, 0.5001], [-2.1944, 3.4806, 6.1887], [-1.4022, 2.6034, 7.0691], [-0.3955, 3.4272, 7.5211], [-0.5800, 4.6590, 7.1663], [0.1220, 5.6410, 7.4417], [-1.7373, 4.7874, 6.5623], [-3.2363, 3.3309, 6.4715], [-1.9865, 3.2388, 5.1464], [-0.9464, 1.8984, 6.3739], [-1.9584, 2.1023, 7.8614], [7.0854, 4.8693, -0.7041], [6.2626, 4.0243, -1.6601], [5.1044, 3.7161, -0.8699], [5.4102, 3.8978, 0.3914], [4.6533, 3.6159, 1.3194], [6.7030, 4.4104, 0.5566], [6.8660, 5.9214, -0.8863], [8.1440, 4.6932, -0.8946], [6.8878, 3.1917, -1.9828], [5.9280, 4.4436, -2.6090], [-2.6221, -3.2484, 3.2861], [-3.2639, -4.3084, 2.4273], [-3.3761, -3.5568, 1.2417], [-3.3728, -2.2174, 1.4136], [-3.7584, -1.3637, 0.5875], [-2.9552, -2.0117, 2.6845], [-1.5637, -3.4319, 3.4706], [-3.0847, -3.3177, 4.2707], [-4.2428, -4.6852, 2.7237], [-2.5890, -5.1408, 2.2279], [2.9311, -5.0190, -2.3909], [1.6790, -5.8927, -2.3185], [2.1861, -7.1647, -2.2038], [3.4764, -7.2055, -2.5148], [4.1268, -8.2410, -2.6820], [3.9927, -5.9365, -2.7112], [3.0050, -4.5169, -1.4262], [2.8444, -4.2271, -3.1349], [1.1514, -5.8857, -3.2723], [1.0621, -5.4557, -1.5334], [-2.0893, -5.2609, -2.7838], [-2.7654, -4.7380, -4.0892], [-2.7762, -3.4020, -3.7548], [-2.7261, -3.1842, -2.4836], [-2.9600, -2.0657, -1.9561], [-2.4358, -4.2989, -1.8287], [-1.0179, -5.4428, -2.8674], [-2.6126, -6.1818, -2.5267], [-3.7373, -5.1789, -4.3106], [-2.0544, -4.8590, -4.9064], [-4.3753, 0.7439, 4.8184], [-5.4397, 1.3922, 4.0612], [-6.1424, 0.3594, 3.3679], [-5.6387, -0.8281, 3.7503], [-6.0002, -1.9497, 3.3061], [-4.7649, -0.6111, 4.7527], [-4.4322, 1.0807, 5.8535], [-3.3810, 1.0271, 4.4730], [-5.0060, 2.0552, 3.3125], [-6.0425, 1.9405, 4.7850], [1.2754, -2.1910, -7.1753], [0.6032, -1.6276, -5.9993], [0.0156, -2.7387, -5.3996], [0.4943, -3.8358, -5.8855], [0.2527, -5.0153, -5.4645], [1.2741, -3.5406, -6.8105], [2.2565, -1.7591, -7.3725], [0.6641, -2.2178, -8.0774], [-0.0787, -0.8746, -6.3944], [1.2347, -1.1233, -5.2679]],
  "forces_ev_per_angstrom": [[5.302, 0.193, 5.687], [-1.337, -0.868, -0.365], [2.331, 1.308, -2.007], [-0.243, -1.741, 1.515], [-0.351, 1.715, 0.963], [0.190, -1.632, -0.569], [0.337, 1.726, 1.917], [-2.322, 0.052, 0.582], [-2.071, 0.507, -0.978], [-1.060, -0.952, -1.356], [1.218, -0.411, -1.116], [-0.932, 0.334, 0.243], [0.076, -0.436, 0.322], [-0.117, 0.332, 0.904], [-0.076, -0.256, -0.366], [-0.047, -0.179, 0.080], [-0.300, 0.114, -1.228], [-0.034, 0.447, -0.003], [-0.734, -0.408, 0.277], [0.182, 0.059, -0.318], [-0.274, -0.170, -0.008], [0.299, 0.248, 0.166], [0.921, 0.094, -0.302], [-0.217, -0.257, -0.227], [-0.195, 0.607, -0.160], [0.058, -0.327, 0.184], [-0.262, 0.023, 0.022], [0.424, 0.612, 0.009], [-0.386, 0.061, 0.165], [0.138, 0.140, -0.054], [1.524, -1.525, -0.921], [-1.033, 1.271, 2.491], [1.668, -2.017, 2.379], [-1.290, -0.522, -6.590], [0.261, -0.065, 0.035], [0.218, -0.339, -0.209], [-0.290, 0.288, 0.435], [0.690, 0.297, 0.252], [0.141, 0.027, 0.256], [-0.347, 0.185, 0.680], [-0.118, -0.313, -0.537], [-0.345, -0.199, -0.586], [-0.168, -0.303, 0.061], [0.554, 0.218, -0.142], [-0.026, 0.046, 0.243], [0.101, -0.392, -0.318], [-0.392, 0.359, 0.199], [1.226, -0.924, -0.263], [-0.182, 0.527, -0.055], [-1.598, 0.142, -0.570], [0.170, 0.394, 0.750], [0.468, -0.038, 0.168], [0.950, -0.437, 1.216], [0.982, 2.562, -1.684], [-2.455, -3.863, 0.006], [-0.850, -0.171, -1.505], [2.877, 1.564, 0.891], [-1.474, -1.095, 0.455], [-0.089, -0.481, -0.375], [-0.778, 0.174, -0.224], [1.300, 0.960, 0.397], [-0.714, 0.154, 0.550], [-1.322, 0.734, 0.314], [0.457, -1.934, -0.924], [2.301, -1.300, 1.623], [2.307, 5.199, 1.679], [-1.539, -3.199, -0.842], [-2.085, -0.103, -1.917], [-0.238, 0.618, -0.601], [-0.236, 0.546, -0.167], [0.137, -0.769, 0.664], [0.252, 0.192, 0.166], [0.676, 0.603, -1.931], [0.463, 0.072, -0.885], [0.292, -0.409, -1.198], [-0.582, -0.494, 4.075], [1.895, 0.781, -2.187], [-2.218, -0.672, 0.231], [0.004, 0.204, 0.582], [-0.023, 0.100, 0.363], [-0.594, -0.862, 0.530], [-0.029, 0.604, 0.364], [-0.566, -1.374, 2.379], [0.752, 0.057, -0.058], [-1.109, 1.671, -3.390], [-0.405, -1.273, 0.916], [0.782, -1.086, 1.123], [-0.186, 1.524, -1.627], [0.200, 0.642, -0.644], [-0.029, 0.617, 0.062], [0.022, 0.314, 0.113], [-0.144, 0.026, 0.008], [-0.338, 0.231, -0.116], [0.039, 1.965, -1.770], [-0.293, -1.545, 1.345], [3.337, -2.855, -1.247], [-2.112, 3.456, 0.742], [-1.289, -0.181, 0.710], [0.944, -0.227, 0.138], [0.222, -0.205, -0.240], [-0.332, 0.329, -0.010], [-0.229, -1.014, 0.407], [-1.172, -2.721, -1.642], [2.368, -2.215, 0.447], [-1.223, 3.548, -0.901], [-0.618, 0.907, 1.077], [-0.132, -0.711, -0.792], [0.012, 2.141, 1.078], [-0.092, 0.411, 0.071], [0.445, -0.089, 0.365], [-0.103, 0.447, 0.166], [-0.314, -0.138, -0.162], [0.548, 0.001, 1.511], [-0.778, 1.828, -1.048], [0.026, -0.274, -0.231], [-1.636, -3.151, -0.907], [1.761, 4.366, 1.643], [1.035, -1.653, -0.197], [0.145, -0.391, 0.148], [0.238, -0.955, -0.361], [-0.385, 0.186, 0.035], [-0.746, -0.040, -0.659], [0.156, -0.160, -1.260], [-0.200, 2.571, 0.149], [-2.999, 1.365, 2.610], [-1.519, -5.805, 2.946], [0.439, 4.388, -1.175], [4.370, -2.202, -3.600], [0.055, -0.537, -0.024], [0.078, 0.805, -0.127], [-0.693, -0.144, 0.667], [0.249, -0.181, -0.073]],
  "multiplicity": 1,
  "total_charge": 2
}

Record 3
{
  "formula": "C8H8BrClI2NO7P",
  "method": "the ωB97M-V functional and the def2-TZVPD basis",
  "elements": ["C", "C", "I", "C", "I", "N", "C", "C", "C", "C", "P", "O", "O", "O", "C", "Br", "H", "H", "H", "H", "H", "H", "H", "H", "O", "Cl", "O", "O", "O"],
  "xyz": [[-3.7132, 2.8814, -2.1916], [-2.7134, 2.2984, -1.0782], [-0.8026, 3.3786, -0.8965], [-3.0333, 1.1625, -0.2589], [-4.9331, 0.1022, -0.3925], [-1.9403, 0.7529, 0.6895], [-2.0308, 1.1721, 2.0640], [-0.9008, 0.8036, 3.0453], [0.3277, -0.0185, 2.5206], [0.3270, -0.4521, 1.0343], [1.7724, -1.4456, 0.3227], [1.2746, -2.6112, -0.5192], [2.7549, -0.3295, -0.5510], [2.7359, -2.0049, 1.6195], [-0.8688, -0.0313, 0.1145], [-0.9238, -0.5404, -1.8128], [-3.6251, 4.0340, -2.1848], [-3.2984, 2.5077, -3.2041], [-4.7931, 2.5429, -2.0659], [-2.9225, 1.7745, 2.4348], [-0.9592, 1.1423, 4.1372], [1.1799, -0.2625, 3.2366], [2.3492, 0.5587, -0.3921], [2.8871, -1.2330, 2.2263], [5.0528, -2.0839, -1.0276], [4.3696, -3.2375, -1.5801], [3.6538, -3.9233, -0.5249], [5.3392, -4.1361, -2.1682], [3.4342, -2.8020, -2.5968]],
  "forces_ev_per_angstrom": [[1.404, 0.107, 0.109], [-2.107, -2.071, 1.140], [-1.553, -0.928, -0.136], [1.535, 3.529, -1.721], [1.749, 0.656, 0.317], [0.430, -1.073, 0.263], [3.784, -1.844, 1.170], [-0.042, -0.896, -3.581], [-3.599, 1.297, -2.474], [-2.237, 2.375, 1.795], [2.231, -3.489, -2.625], [0.411, 3.688, 2.615], [-2.919, -0.759, 2.558], [-2.335, 2.788, -1.291], [1.300, -0.043, 2.856], [0.137, 0.632, 2.802], [-0.263, -1.953, 0.006], [-0.756, 0.610, 1.532], [1.602, 0.422, -0.002], [1.272, -0.990, -1.064], [0.032, -0.560, -1.937], [-1.375, 0.261, -1.233], [0.615, -0.688, -0.346], [0.337, -0.996, -0.707], [-0.098, 0.055, 0.096], [0.293, -0.496, -0.341], [0.241, 0.094, -0.004], [-0.168, 0.198, 0.101], [0.080, 0.074, 0.103]],
  "multiplicity": 1
}

no.,total energy (Ha),strongest force on any atom (eV Å⁻¹),frontier orbital gap (eV)
1,-1278.53090,3.66,8.7
2,-7755.92216,7.78,5.5
3,-4861.54674,4.90,4.0